Below is C35H25AsClF3HgNO5S2 as an isolated structure, with properties calculated with wB97M-V/def2-TZVPD.

Structure (XYZ):
```
74
Properties=species:S:1:pos:R:3:forces:R:3
Hg 0.620392 -0.837263 -1.083535 0.2 0.0 0.0
C -0.069634 0.187785 6.835509 0.0 0.0 0.0
C 0.001740 1.333729 6.057045 0.0 0.0 0.0
C -0.000763 1.242951 4.669599 0.0 0.0 0.0
C -0.077725 0.004193 4.041296 0.0 0.0 0.0
C -0.163242 -1.140354 4.832449 0.0 0.0 0.0
C -0.150525 -1.053412 6.216992 0.0 0.0 0.0
As -0.120829 -0.258448 2.070234 0.0 0.0 0.0
C 1.775778 -0.714416 1.967380 0.0 0.0 0.0
C 2.338285 -1.964306 2.173263 0.0 -0.1 0.2
C 3.715426 -2.111957 2.077583 0.0 0.0 0.0
C 4.514935 -1.021907 1.755574 0.0 0.0 0.0
C 3.948838 0.222132 1.523233 0.0 0.0 0.0
C 2.571641 0.384974 1.630791 0.0 0.0 0.0
C 1.825793 1.633724 1.380111 0.0 0.0 0.0
C 2.375237 2.837288 0.954194 0.0 0.0 0.0
C 1.548945 3.928454 0.723055 0.0 0.0 0.0
C 0.174033 3.827233 0.896817 0.0 0.0 0.0
C -0.382729 2.619098 1.300375 0.0 0.0 0.0
C 0.440183 1.533100 1.554930 0.0 0.0 0.1
H -0.064160 0.260026 7.916827 0.0 0.0 0.0
H 0.064791 2.307890 6.528421 0.0 0.0 0.0
H 0.068269 2.145337 4.073860 0.0 0.0 0.0
H -0.235520 -2.114550 4.358849 0.0 0.0 0.0
H -0.208169 -1.956485 6.813804 0.0 0.0 0.0
H 1.699913 -2.821771 2.352606 0.1 0.1 0.0
H 4.163121 -3.088284 2.219758 0.0 0.0 0.0
H 5.585644 -1.151448 1.651357 0.0 0.0 0.0
H 4.577330 1.055234 1.233359 0.0 0.0 0.0
H 3.441126 2.919789 0.776565 0.0 0.0 0.0
H 1.975699 4.860558 0.371411 0.0 0.0 0.0
H -0.473653 4.668290 0.683510 0.0 0.0 0.0
H -1.459900 2.529850 1.374023 0.0 0.0 0.0
C -0.910066 -5.021117 -4.094468 0.0 0.0 0.0
C -2.191813 -5.248351 -3.352377 0.0 0.0 0.1
C -3.430083 -5.103331 -3.954457 0.0 0.0 0.0
C -4.592906 -5.251014 -3.212597 0.0 0.0 0.0
Cl -6.144678 -5.062201 -4.003035 0.0 0.0 0.0
C -4.544406 -5.527907 -1.863897 0.0 0.0 0.0
C -3.307645 -5.686645 -1.249619 0.0 0.0 0.0
C -2.137638 -5.568645 -1.986769 -0.1 0.1 -0.1
O -0.904510 -5.802885 -1.481226 0.0 -0.2 0.1
C -0.584529 -5.297459 -0.187051 0.0 0.1 -0.1
C -0.166098 -3.807757 -0.190955 0.1 -0.1 0.1
O 0.243769 -3.403743 0.912644 -0.3 -0.1 -0.3
O -0.273397 -3.193265 -1.277722 0.0 -0.1 0.1
H -1.106433 -4.640507 -5.096987 0.0 0.0 0.0
H -0.330234 -5.943643 -4.175061 0.0 0.0 0.0
H -0.301178 -4.305285 -3.539485 0.0 0.0 0.0
H -3.492024 -4.844528 -5.003974 0.0 0.0 0.0
H -5.458030 -5.620127 -1.292389 0.0 0.0 0.0
H -3.269693 -5.909423 -0.192235 0.0 0.0 0.0
H 0.251210 -5.894916 0.171269 0.0 0.0 0.0
H -1.411379 -5.419994 0.515335 0.0 0.0 0.0
F 3.462708 0.287566 -1.727521 0.0 0.0 0.0
C 2.785220 -0.883858 -1.909647 -0.2 0.0 0.0
F 3.578810 -1.837031 -1.333360 0.0 0.0 0.0
F 2.876282 -1.127859 -3.255472 0.0 0.0 0.0
O -2.901189 5.564573 -0.063165 0.0 0.0 0.0
S -2.833027 5.174085 -1.455816 0.0 0.0 0.1
O -3.996147 5.488775 -2.251362 0.0 0.0 0.0
N -2.377916 3.633232 -1.626519 0.0 0.0 0.0
C -1.190130 3.510449 -2.207260 0.0 0.0 -0.1
S -0.384026 2.099217 -2.584859 -0.1 0.1 0.0
C -0.566361 4.845034 -2.551721 0.0 0.0 0.1
C 0.665292 5.100585 -3.133466 0.0 0.0 0.0
C 1.036751 6.422656 -3.336811 0.0 0.0 0.0
C 0.196549 7.472387 -2.965550 0.0 0.0 0.0
C -1.036235 7.215602 -2.379354 0.0 0.0 0.0
C -1.385678 5.892912 -2.188325 0.0 0.0 0.0
H 1.302046 4.267502 -3.402014 0.0 0.0 0.0
H 1.996702 6.645969 -3.787310 0.0 0.0 0.0
H 0.510734 8.495586 -3.135273 0.0 0.0 0.0
H -1.698918 8.018334 -2.081385 0.0 0.0 0.0
```
Positions in Å, forces in eV/Å.

The calculation puts the total energy at -155789.09228 eV. The charge is -2. The value obtained for the energy above the lowest of the compared OMol25 structures with the same formula, charge and spin is 10.0 kcal per mole. Its spin multiplicity is 2. Its gap between HOMO and LUMO (spin up / spin down) is 5.208 / 6.861 eV.

Below is C4H4LaO2 as an isolated structure at a distorted geometry, with properties calculated with wB97M-V/def2-TZVPD.

Structure (XYZ):
```
11
Properties=species:S:1:pos:R:3:forces:R:3
H 1.961653 -2.124905 1.487185 -1.1 -2.2 -0.3
O -1.397311 1.708895 -0.476068 -0.5 0.7 -0.4
C -0.173846 0.937489 -0.653287 1.2 -0.2 0.4
C -0.178589 -0.053316 0.507438 0.8 0.7 0.2
C 0.891040 -0.808240 0.783598 -5.8 2.5 -3.1
C 1.116036 -2.125487 0.660122 6.9 -2.7 0.1
O 1.268640 -2.914575 -0.355698 -1.8 2.1 2.6
La -2.429449 0.904992 1.442503 0.5 -0.9 0.5
H -1.520647 2.405713 -1.124892 0.1 0.1 -0.3
H 0.681775 1.629867 -0.636078 -0.3 -0.2 0.0
H -0.219303 0.439565 -1.634824 -0.1 0.0 0.4
```
Positions in Å, forces in eV/Å.

The calculation puts the total energy at -9152.79151 eV. The charge is +1. The value obtained for the energy above the lowest of the compared OMol25 structures with the same formula, charge and spin is 115.6 kcal per mole. Its gap between HOMO and LUMO (spin up / spin down) is 5.956 / 5.562 eV.

Below is a 2-piece molecular cluster, C4H8N2O2 overall at a distorted geometry, with properties calculated with wB97M-V/def2-TZVPD.

Structure (XYZ):
```
16
Properties=species:S:1:pos:R:3:forces:R:3
C 1.913781 -0.762252 -0.438291 0.8 -1.6 0.3
C 0.932484 -0.013337 -0.108325 0.3 0.2 -0.5
C -0.406270 0.246662 1.728560 -0.2 1.3 2.3
C -0.671252 1.711345 -0.322031 0.4 0.9 0.0
N 0.158770 0.826758 0.487102 0.0 -2.0 0.5
N -0.649999 -1.615527 -1.491096 0.1 1.1 0.8
O -1.842821 -1.769174 -1.715266 -0.3 0.3 0.1
O 0.152419 -2.445498 -1.874836 0.8 -0.9 -0.4
H 1.678452 -1.701307 -1.017693 -0.4 0.7 0.0
H 2.944384 -0.784510 -0.028094 -0.8 0.8 -0.4
H 0.353631 0.239648 2.623271 -1.3 0.4 -1.9
H -1.280612 0.919542 1.931974 0.8 -0.8 0.4
H -0.768257 -0.777205 1.670678 0.0 0.0 -0.7
H -0.000061 2.480078 -0.703793 0.0 -0.4 -1.0
H -1.228508 1.093614 -1.044871 0.2 0.6 0.1
H -1.286143 2.351161 0.302711 -0.5 -0.6 0.4
```
Positions in Å, forces in eV/Å.

The calculation puts the total energy at -11346.61140 eV. The charge is 0. The value obtained for the energy above the lowest of the compared OMol25 structures with the same formula, charge and spin is 173.0 kcal per mole. Its gap between HOMO and LUMO is 7.479 eV.

Below is a 2-piece molecular cluster, C6H7N4 overall at a distorted geometry, with properties calculated with wB97M-V/def2-TZVPD.

Structure (XYZ):
```
17
Properties=species:S:1:pos:R:3:forces:R:3
C 0.028957 -1.115396 1.855643 -1.7 0.2 3.6
C 0.415724 -1.307907 0.581216 -0.6 -0.2 0.9
C -0.823321 2.999882 -0.866468 -3.1 2.2 3.2
C 0.331381 -0.233991 -1.430100 0.1 1.8 -1.4
C 0.915592 -2.273857 -0.389071 -2.0 -1.5 -1.8
C -1.527349 3.459775 -0.025052 -0.8 2.2 1.8
N -0.534058 0.178032 1.938675 0.7 -2.4 2.7
N -0.443456 0.696389 0.830373 1.2 -0.9 -3.7
N 0.138958 -0.151660 -0.058195 -0.4 -0.9 0.7
N 0.797076 -1.438721 -1.583372 1.1 0.3 -1.8
H -0.035882 -1.778303 2.804555 0.3 1.3 -2.1
H -0.229723 2.551017 -1.462108 3.7 -2.8 -4.2
H 1.919300 -2.475966 -0.276307 2.3 -0.8 0.7
H 0.362566 -3.273725 -0.636204 0.7 1.8 1.2
H -0.698557 1.613574 0.457708 -0.6 1.0 0.4
H -1.953504 4.170396 0.723346 0.2 -1.4 -1.0
H 1.336297 -1.619538 -2.464641 -1.2 -0.2 1.1
```
Positions in Å, forces in eV/Å.

The calculation puts the total energy at -12282.86416 eV. The charge is +1. The value obtained for the energy above the lowest of the compared OMol25 structures with the same formula, charge and spin is 117.6 kcal per mole. Its gap between HOMO and LUMO is 9.367 eV.

charge of number 4 (C6H7N4)?
+1